{"formula": "C4H9N3O", "method": "ωB97M-V/def2-TZVPD", "symbols": ["C", "C", "C", "C", "O", "N", "N", "N", "H", "H", "H", "H", "H", "H", "H", "H", "H"], "xyz": [[0.976, -2.042, -0.155], [0.955, -0.732, -0.405], [0.420, -0.043, -1.863], [0.806, 0.323, 0.591], [1.695, 1.133, 0.842], [-0.588, 0.660, 0.765], [-0.902, 1.931, 1.226], [-1.646, -0.227, 0.871], [1.022, -2.767, -0.964], [0.878, -2.440, 0.852], [-0.226, -0.717, -2.429], [1.371, 0.007, -2.395], [0.025, 0.971, -1.906], [-1.040, 2.517, 0.402], [-0.068, 2.298, 1.694], [-2.327, 0.195, 1.504], [-1.353, -1.065, 1.369]], "smiles": "C=C(C)C(=O)N(N)N", "homo_ev": -8.23, "orbital_gap_ev": 8.95, "lumo_ha": 0.026}

{"formula": "C4H9N3O", "method": "ωB97M-V/def2-TZVPD", "symbols": ["C", "C", "C", "O", "N", "C", "N", "N", "H", "H", "H", "H", "H", "H", "H", "H", "H"], "xyz": [[-0.578, 1.090, -1.450], [-1.036, 0.656, -0.077], [-1.175, -0.698, 0.289], [-2.299, -1.242, 0.826], [-0.084, -1.446, 0.267], [0.937, -0.550, 0.417], [1.259, 0.134, 1.614], [2.042, -0.770, -0.342], [-0.063, 0.282, -1.968], [0.103, 1.944, -1.383], [-1.418, 1.407, -2.077], [-1.725, 1.362, 0.390], [-3.049, -0.679, 0.598], [0.435, 0.400, 2.134], [1.885, -0.417, 2.194], [1.940, -1.329, -1.171], [2.825, -0.143, -0.260]], "smiles": "C/C=C(/O)N=C(N)N", "homo_ev": -7.16, "orbital_gap_ev": 7.97, "lumo_ha": 0.030}

{"formula": "C4H9N3O", "method": "ωB97M-V/def2-TZVPD", "symbols": ["C", "C", "C", "C", "H", "H", "H", "H", "H", "H", "H", "H", "H", "N", "N", "N", "O"], "xyz": [[1.125, 1.082, 1.866], [0.287, 1.345, 0.613], [0.025, 0.162, -0.373], [-1.584, -2.408, -0.980], [1.984, 0.524, 1.474], [1.618, 2.148, 1.941], [0.601, 0.669, 2.850], [-0.537, 1.854, 1.090], [0.735, 2.207, -1.283], [0.079, -0.852, -1.705], [-0.048, -0.933, 1.261], [-1.462, -3.492, -1.444], [-2.839, -1.649, -1.310], [0.474, 0.106, -1.521], [-0.793, -0.856, 0.403], [-0.719, -2.148, -0.046], [1.002, 2.341, -0.185]], "homo_ev": -9.67, "orbital_gap_ev": 10.12, "lumo_ha": 0.017}

{"formula": "C4H9N3O", "method": "ωB97M-V/def2-TZVPD", "symbols": ["C", "C", "C", "C", "H", "H", "H", "H", "H", "H", "H", "H", "H", "N", "N", "N", "O"], "xyz": [[-1.601, -0.530, -0.030], [0.652, 0.420, -0.447], [0.634, 1.971, -0.437], [1.419, 0.702, 0.907], [-0.462, -2.594, -1.123], [0.067, -2.328, 0.343], [-1.995, 0.477, 0.109], [-3.155, -1.284, 0.768], [1.283, -0.001, -1.226], [-0.314, 2.245, -0.106], [0.996, 2.476, -1.325], [0.861, 0.413, 1.780], [2.372, 0.176, 1.019], [0.257, -2.001, -0.617], [-0.335, -0.612, -0.540], [-2.280, -1.570, 0.310], [1.601, 2.041, 0.612]], "homo_ev": -8.93, "orbital_gap_ev": 9.82, "lumo_ha": 0.033}

{"formula": "C4H9N3O", "method": "ωB97M-V/def2-TZVPD", "symbols": ["H", "N", "C", "N", "O", "C", "C", "C", "N", "H", "H", "H", "H", "H", "H", "H", "H"], "xyz": [[0.285, -1.763, 2.310], [-0.612, -1.873, 1.827], [-0.519, -1.352, 0.652], [0.680, -0.926, 0.098], [1.824, -1.721, 0.338], [0.785, 0.024, -0.950], [-0.514, 1.034, -0.684], [-0.375, 2.091, 0.375], [-1.517, 1.047, -1.487], [-1.539, 0.226, -2.101], [-1.346, -1.452, -0.066], [1.457, -2.611, 0.511], [0.758, -0.456, -1.931], [1.641, 0.691, -0.833], [0.677, 2.331, 0.550], [-0.788, 1.707, 1.312], [-0.898, 3.003, 0.077]], "smiles": "[H]/N=C\\N(O)C/C(C)=N\\[H]", "homo_ev": [-8.81, -8.82], "orbital_gap_ev": [9.47, 9.47], "lumo_ha": [0.024, 0.024]}

{"formula": "C4H9N3O2Si", "method": "ωB97M-V/def2-TZVPD", "symbols": ["C", "C", "C", "C", "N", "N", "N", "O", "O", "Si", "H", "H", "H", "H", "H", "H", "H", "H", "H"], "xyz": [[-1.569, 3.276, 2.908], [-1.739, 0.009, -0.529], [0.881, 1.661, 0.266], [1.012, -1.232, 0.504], [-0.681, 0.494, 2.253], [-0.912, -0.072, 3.273], [-1.113, -0.310, 4.361], [-0.524, 3.319, 3.364], [-2.586, 3.213, 2.361], [-0.176, 0.175, 0.638], [-1.907, 1.025, -1.117], [-1.613, -0.757, -1.289], [-2.694, -0.101, -0.078], [1.769, 1.757, 0.992], [1.212, 1.724, -0.712], [0.295, 2.481, 0.464], [0.675, -2.013, 1.144], [1.292, -1.547, -0.514], [1.921, -0.913, 0.955]], "homo_ev": -9.86, "orbital_gap_ev": 10.42, "lumo_ha": 0.020}

{"formula": "C4H9N3O3", "method": "ωB97M-V/def2-TZVPD", "symbols": ["N", "C", "C", "C", "N", "C", "O", "O", "N", "O", "H", "H", "H", "H", "H", "H", "H", "H", "H"], "xyz": [[-1.026, 0.677, 1.215], [0.398, 0.515, 1.455], [1.163, 0.131, 0.212], [0.499, 0.154, -1.141], [-0.408, -0.968, -1.289], [-1.754, -0.935, -1.252], [-2.452, -1.826, -0.790], [-2.289, 0.174, -1.839], [2.399, -0.192, 0.209], [2.997, -0.071, 1.444], [-1.540, 0.619, 2.088], [-1.258, 1.583, 0.771], [0.537, -0.293, 2.192], [0.883, 1.402, 1.891], [-0.074, 1.079, -1.260], [1.278, 0.126, -1.915], [-0.008, -1.881, -1.460], [-3.248, 0.076, -1.837], [3.901, -0.369, 1.305]], "smiles": "NC/C(CNC(=O)O)=N\\O", "homo_ev": -9.21, "orbital_gap_ev": 9.96, "lumo_ha": 0.028}

{"formula": "C4H9N3O3", "method": "ωB97M-V/def2-TZVPD", "symbols": ["H", "N", "C", "N", "C", "O", "C", "O", "C", "N", "O", "H", "H", "H", "H", "H", "H", "H", "H"], "xyz": [[1.653, 1.663, 1.804], [1.208, 0.767, 1.576], [0.297, 0.935, 0.681], [0.009, 2.109, 0.059], [-1.006, -0.311, 0.785], [-2.212, 0.328, 0.704], [-0.698, -1.188, -0.406], [-1.591, -0.855, -1.471], [0.743, -0.829, -0.859], [1.782, -1.404, -0.138], [0.891, -0.423, -2.031], [0.230, 2.971, 0.539], [-0.753, 2.032, -0.611], [-0.789, -0.720, 1.769], [-2.458, 0.268, -0.252], [-0.794, -2.253, -0.173], [-0.987, -0.798, -2.254], [1.797, -1.104, 0.838], [2.678, -1.189, -0.561]], "smiles": "[H]/N=C(\\N)[C@@H](O)[C@@H](O)C(N)=O", "homo_ev": -9.47, "orbital_gap_ev": 9.88, "lumo_ha": 0.015}

{"formula": "C4H9N3S", "method": "ωB97M-V/def2-TZVPD", "symbols": ["H", "N", "C", "N", "C", "N", "C", "C", "S", "H", "H", "H", "H", "H", "H", "H", "H"], "xyz": [[0.961, 0.342, 1.933], [1.650, -0.263, 1.443], [1.373, -0.316, 0.190], [2.241, -0.993, -0.636], [0.249, 0.385, -0.484], [-0.334, 1.430, 0.431], [-1.708, 1.000, 0.125], [-1.128, -0.304, -0.546], [-1.571, -1.798, 0.331], [2.817, -1.654, -0.073], [1.836, -1.366, -1.503], [0.536, 0.757, -1.480], [-0.149, 2.382, 0.115], [-2.315, 0.834, 1.014], [-2.253, 1.574, -0.622], [-1.413, -0.442, -1.618], [-0.792, -1.570, 1.380]], "smiles": "[H]/N=C(/N)[C@@H]1NC[C@@H]1S", "homo_ev": -9.14, "orbital_gap_ev": 9.81, "lumo_ha": 0.025}

{"formula": "C4H9N3S", "method": "ωB97M-V/def2-TZVPD", "symbols": ["C", "C", "C", "C", "H", "H", "H", "H", "H", "H", "H", "H", "H", "N", "N", "N", "S"], "xyz": [[1.003, -0.049, 0.083], [-1.676, -0.250, 0.706], [-2.686, 0.339, -0.439], [-2.728, -1.075, -0.134], [0.062, 1.712, -1.192], [-0.598, 2.330, 0.271], [2.189, 1.549, 0.476], [-0.339, -1.645, 0.216], [-1.687, -0.274, 1.756], [-3.514, 0.850, 0.100], [-2.135, 0.425, -1.472], [-2.107, -1.805, -1.079], [-3.478, -1.603, 0.507], [0.192, 2.141, -0.255], [1.145, 1.261, 0.430], [-0.283, -0.648, 0.074], [2.547, -0.913, -0.164]], "homo_ev": -8.06, "orbital_gap_ev": 8.77, "lumo_ha": 0.026}

{"formula": "C4H9N3S", "method": "ωB97M-V/def2-TZVPD", "symbols": ["C", "C", "C", "C", "N", "N", "N", "S", "H", "H", "H", "H", "H", "H", "H", "H", "H"], "xyz": [[-2.065, -1.613, 1.403], [-0.739, -0.137, 0.372], [-1.334, -0.819, 2.459], [3.602, 2.784, -3.389], [-1.616, -1.088, 0.186], [-0.523, 0.043, 1.665], [-3.044, -2.505, 1.357], [2.258, 2.095, -2.482], [-2.122, -0.434, 3.070], [-0.888, -1.629, 3.125], [3.052, 3.603, -3.935], [3.947, 1.916, -3.826], [4.228, 3.163, -2.653], [-1.924, -1.536, -0.642], [-0.024, 0.714, 2.198], [-3.532, -2.780, 2.189], [-3.318, -3.092, 0.571]], "charge": 2, "homo_ev": [-15.80, -15.80], "orbital_gap_ev": [4.31, 4.32], "lumo_ha": [-0.422, -0.422]}

{"formula": "C4H9N4", "method": "ωB97M-V/def2-TZVPD", "symbols": ["H", "N", "N", "C", "C", "N", "C", "N", "C", "H", "H", "H", "H", "H", "H", "H", "H"], "xyz": [[2.737, 2.325, 0.578], [2.691, 1.374, 0.241], [1.527, 1.219, 0.006], [0.726, 0.369, -0.517], [0.596, 0.277, -2.007], [-0.333, -0.137, 0.216], [-0.194, -0.153, 1.711], [-1.271, -0.836, -0.415], [-2.186, -1.395, 0.234], [-0.475, 0.193, -2.423], [1.293, 0.999, -2.400], [1.066, -0.711, -2.282], [-1.225, 0.374, 1.907], [0.528, 0.498, 2.015], [-0.138, -1.121, 2.244], [-2.921, -1.857, -0.351], [-2.420, -1.415, 1.242]], "smiles": "[H]/N=N/C(C)=[N+](\\C)N=C", "charge": 1, "homo_ev": -13.96, "orbital_gap_ev": 8.55, "lumo_ha": -0.199}

{"formula": "C4H9N4", "method": "ωB97M-V/def2-TZVPD", "symbols": ["C", "C", "C", "C", "N", "N", "N", "N", "H", "H", "H", "H", "H", "H", "H", "H", "H"], "xyz": [[-1.934, 0.259, 0.825], [0.240, 0.171, 0.058], [-1.452, -1.788, -0.511], [-0.849, -0.707, 0.495], [-2.655, 1.176, 0.722], [1.284, 0.066, 0.828], [0.102, 0.936, -1.012], [2.421, 0.989, 0.691], [-1.970, -1.298, -1.422], [-2.157, -2.334, -0.064], [-0.577, -2.227, -1.011], [-0.604, -1.240, 1.370], [-0.709, 1.022, -1.599], [0.823, 1.556, -1.357], [2.941, 0.561, -0.109], [2.054, 1.965, 0.556], [3.044, 0.893, 1.539]], "charge": 1, "homo_ev": [-9.87, -14.58], "spin_multiplicity": 3, "orbital_gap_ev": [5.52, 6.78], "lumo_ha": [-0.160, -0.287]}

{"formula": "C4H9N4O", "method": "ωB97M-V/def2-TZVPD", "symbols": ["C", "C", "C", "C", "N", "N", "N", "N", "O", "H", "H", "H", "H", "H", "H", "H", "H", "H"], "xyz": [[-0.447, 0.995, -0.307], [0.802, -0.404, -1.560], [-0.219, -1.211, 0.713], [0.396, -0.125, -0.109], [-2.816, 0.318, -2.156], [-2.454, -1.555, -3.307], [-1.020, 1.983, -0.468], [-1.966, 2.788, -0.717], [-2.660, -0.642, -2.714], [1.759, -0.887, -1.409], [0.653, 0.463, -2.241], [0.112, -1.062, -1.979], [-1.218, -1.609, 0.259], [-0.439, -0.978, 1.825], [0.468, -2.045, 0.785], [1.286, 0.163, 0.386], [-2.326, 3.493, -0.049], [-2.519, 2.558, -1.599]], "charge": 1, "homo_ev": -14.38, "orbital_gap_ev": 10.64, "lumo_ha": -0.137}

{"formula": "C4H9N4S", "method": "ωB97M-V/def2-TZVPD", "symbols": ["C", "C", "C", "C", "N", "N", "N", "N", "S", "H", "H", "H", "H", "H", "H", "H", "H", "H"], "xyz": [[-0.687, -0.637, 1.580], [0.531, -1.174, 1.173], [0.306, 0.215, -0.855], [-1.570, -0.131, 0.661], [0.872, -0.879, -0.142], [-1.178, -0.147, -0.653], [0.623, 0.260, -2.159], [0.401, 1.496, -0.345], [-3.255, 0.279, 1.039], [-1.031, -0.842, 2.671], [1.385, -1.609, 1.764], [1.781, -1.212, -0.475], [-1.824, 0.152, -1.303], [0.544, 1.188, -2.505], [0.225, -0.414, -2.746], [1.273, 2.009, -0.334], [-0.125, 1.714, 0.509], [-3.321, -0.108, 2.337]], "charge": 1, "homo_ev": -13.53, "orbital_gap_ev": 8.76, "lumo_ha": -0.175}

Computed relative energy (zero: lowest compared OMol25 entry of this formula, charge and spin) (kJ/mol) in order:
415.6; 240.0; 617.7; 382.3; 387.2; 0.0; 192.1; 194.4; 107.0; 465.2; 319.7; 465.7; 390.9; 1053.8; 114.9